No. 1
This record from the OMol25 dataset describes a cluster of 9 separate species, C34H94N8O9 in total at a distorted geometry. The level of theory is the ωB97M-V functional and the def2-TZVPD basis.

XYZ file:
```
145
Properties=species:S:1:pos:R:3:forces:R:3:mulliken_charge:R:1
C 1.83042 2.69912 3.49959 1.238 0.403 0.212 -0.455
O 3.04878 3.16372 2.88870 0.005 -0.546 -0.835 -0.539
C 3.26372 2.65992 1.53234 -0.428 0.536 1.538 0.962
C 4.62229 3.06302 0.95304 0.212 0.486 -0.424 0.471
C 4.80236 4.56380 0.92727 0.477 0.698 -0.052 -1.627
N 4.69509 2.54556 -0.40984 -0.762 -0.491 -0.335 -0.408
H 1.85619 3.15821 4.48785 -0.320 0.075 -0.074 0.166
H 1.83704 1.62283 3.67183 0.026 -0.255 -0.286 0.312
H 0.92528 2.98941 2.96616 -0.003 0.117 -0.198 0.195
H 3.12197 1.58000 1.57446 0.155 -0.270 -0.273 -0.250
H 2.47040 3.09916 0.92752 -0.022 -0.052 -0.453 -0.110
H 5.48143 2.58243 1.42103 -0.281 0.257 1.161 0.143
H 5.80296 4.86301 0.61521 0.497 -0.396 0.398 0.474
H 4.60148 5.03004 1.89182 -0.122 -0.005 -0.112 0.346
H 4.25702 5.06127 0.12526 -0.889 -0.256 0.175 0.267
H 5.41774 2.99588 -0.95306 0.095 0.382 0.104 0.240
H 5.05479 1.61030 -0.28330 0.035 -0.486 -0.578 -0.041
C -0.56892 -1.20468 -4.43856 -0.687 -0.172 0.293 -0.759
O -1.14597 -2.48280 -4.19051 0.580 -0.968 -1.627 -0.073
C -1.14558 -3.33492 -5.36113 -1.057 -1.126 0.289 -1.385
C -2.34359 -3.09588 -6.32199 1.256 1.395 -0.287 0.848
C -3.64096 -3.16335 -5.61092 -1.473 0.320 1.044 -1.233
N -2.34202 -4.01433 -7.46085 0.827 -0.668 0.156 -0.757
H 0.38183 -1.27939 -4.96638 0.093 -0.036 -0.029 0.487
H -0.44959 -0.75960 -3.45076 0.163 0.211 -0.145 -0.207
H -1.27710 -0.60616 -5.01157 0.169 0.261 -0.126 0.458
H -0.18059 -3.40221 -5.86349 0.230 0.821 -0.210 0.507
H -1.27399 -4.36847 -5.03956 -0.119 -0.060 0.669 0.400
H -2.16796 -2.08414 -6.68754 -0.296 0.473 -0.103 0.186
H -3.71412 -4.01567 -4.93543 -0.048 -0.488 -0.436 0.245
H -4.48389 -3.12223 -6.30075 0.052 -0.505 -0.208 0.384
H -3.89222 -2.34640 -4.93448 0.656 0.459 -0.016 0.160
H -2.79971 -3.65643 -8.28700 -0.539 0.334 0.270 0.264
H -1.39396 -4.12676 -7.79046 0.349 -0.246 0.083 0.258
C -6.56183 -2.85434 -2.59751 0.710 0.156 -0.559 -0.799
O -5.41686 -2.05856 -2.29421 -0.498 -0.333 0.141 -0.294
C -4.21569 -2.69379 -1.87765 0.270 0.942 0.422 -0.878
C -3.25035 -1.51886 -1.46765 -0.338 0.008 -1.328 0.847
C -3.32365 -0.35145 -2.51503 -0.395 0.054 0.307 -1.114
N -1.89281 -2.09061 -1.41531 -0.799 -0.357 0.241 1.848
H -6.86102 -3.57313 -1.83466 0.284 -0.003 0.279 0.297
H -6.37414 -3.37579 -3.53610 -0.039 -0.390 -0.077 0.275
H -7.40447 -2.19140 -2.79391 0.161 0.210 0.219 0.268
H -4.37209 -3.42204 -1.08186 -0.212 0.301 0.522 0.515
H -3.69686 -3.30460 -2.61645 -0.215 0.176 -0.878 0.072
H -3.59814 -1.14620 -0.50418 0.284 0.016 0.183 0.335
H -2.73930 0.51906 -2.21694 0.827 -0.355 0.090 0.129
H -4.27491 0.15491 -2.67874 -0.548 -0.681 0.287 0.476
H -3.02393 -0.71941 -3.49629 0.244 0.053 0.067 -0.113
H -1.74571 -2.54438 -2.30556 -0.007 -0.296 -0.077 0.309
H -1.13995 -1.41978 -1.35794 -0.364 0.447 0.439 -1.269
C 2.93412 0.53852 -2.43983 0.040 -0.166 -1.212 -1.053
O 2.57043 -0.77427 -2.09582 -0.761 -0.412 1.406 0.558
C 2.88581 -1.85179 -2.97264 0.878 -0.364 1.384 -1.046
C 2.57054 -3.16766 -2.18352 -0.407 0.113 -1.233 1.424
C 2.82958 -4.46854 -2.95801 0.708 -0.076 -0.360 -1.686
N 1.16192 -3.17079 -1.88888 -0.723 0.118 0.384 -0.449
H 2.44512 0.73173 -3.39463 0.431 0.436 -0.469 0.400
H 4.02004 0.62632 -2.47387 0.046 0.224 -0.228 0.156
H 2.55010 1.30150 -1.76272 0.026 -0.482 0.488 0.256
H 2.27239 -1.79838 -3.87206 0.194 -0.037 -0.280 0.112
H 3.95955 -1.77619 -3.14431 0.175 -0.099 -0.669 0.472
H 3.10644 -3.21404 -1.23548 0.215 0.303 -0.312 -0.480
H 3.76799 -4.49489 -3.51189 0.321 0.245 0.192 0.415
H 2.09072 -4.70397 -3.72401 -0.405 0.359 0.113 0.300
H 2.84657 -5.32875 -2.28879 -0.094 0.144 0.155 0.370
H 0.89694 -2.27343 -1.50857 -0.055 0.034 0.619 0.043
H 0.67897 -3.16505 -2.77591 -0.413 -0.407 -0.270 -0.018
C 3.20030 -3.28478 1.60125 -1.353 -1.115 0.124 -0.635
O 4.41317 -2.60793 1.64337 0.047 1.008 -0.061 -0.445
C 4.46134 -1.52879 0.71908 2.063 0.676 -0.260 0.701
C 5.92589 -0.89083 0.80118 0.568 -2.531 0.397 0.083
C 6.26426 -0.23625 2.09863 -0.364 0.340 1.187 -1.556
N 6.34156 -0.13357 -0.36197 -1.137 0.481 -1.245 -0.555
H 3.21434 -4.16925 2.23814 0.528 0.101 0.185 0.421
H 2.89767 -3.67059 0.62777 0.453 0.069 -0.440 0.167
H 2.30510 -2.75111 1.92049 0.165 0.788 0.269 0.331
H 4.29181 -1.93869 -0.27658 0.118 0.178 -0.231 -0.351
H 3.74342 -0.72019 0.85637 -0.505 -0.134 0.484 -0.101
H 6.58284 -1.75980 0.83882 -0.176 -0.687 -0.115 0.540
H 6.33014 -0.96426 2.90719 -0.342 -0.306 -0.121 0.395
H 5.50747 0.47633 2.42664 0.199 0.443 -0.070 0.150
H 7.27208 0.17887 2.10744 -0.124 0.463 -0.353 0.411
H 6.07467 -0.68923 -1.16204 -0.490 0.032 -0.401 0.129
H 7.33583 -0.08035 -0.53142 0.340 0.108 0.925 0.272
C -2.32992 2.74761 4.06186 -0.167 -1.006 1.520 -0.024
O -1.36839 2.86726 5.14123 0.560 0.333 -1.978 -0.212
C -1.93287 2.78269 6.39836 0.007 -1.362 1.701 -0.501
C -0.82795 2.61048 7.50507 -0.302 1.133 -1.615 0.486
C -1.34641 2.27875 8.86841 -0.463 -0.261 0.169 -1.470
N -0.09002 3.84211 7.50466 1.289 0.865 0.132 -0.729
H -2.79099 1.77188 4.21503 -0.136 -0.259 -0.300 -0.066
H -1.89025 2.73782 3.06452 0.362 0.451 0.400 -0.068
H -3.16253 3.44399 4.16148 0.246 0.538 -0.113 0.376
H -2.51490 3.68556 6.58320 -0.334 0.037 0.380 0.255
H -2.53025 1.87819 6.51281 -0.721 -0.111 -0.412 0.181
H -0.11512 1.86551 7.15153 -0.208 -0.382 -0.038 0.267
H -0.56410 2.06456 9.59656 0.185 -0.010 -0.264 0.374
H -1.98837 1.40153 8.78800 -0.147 0.003 0.263 0.354
H -1.91049 3.11663 9.27812 -0.249 0.002 -0.038 0.326
H -0.63379 4.63044 7.82552 -0.312 -0.025 0.347 0.283
H 0.09006 4.05858 6.53471 0.403 0.134 -0.185 0.271
C 1.18445 4.44766 -1.87790 -1.250 0.502 0.995 -0.513
O -0.23126 4.68822 -1.86708 -0.326 0.107 0.226 -0.381
C -0.82766 4.82367 -0.53593 -0.253 -0.636 -2.056 -0.040
C -2.34571 5.12544 -0.73509 0.042 0.220 -1.054 0.293
C -3.07997 4.14727 -1.70156 0.536 0.473 0.214 -1.060
N -2.56368 6.53712 -1.16441 0.099 -0.708 0.691 -0.776
H 1.38167 3.57909 -1.24958 0.375 -0.243 -0.142 -0.025
H 1.65280 5.31537 -1.41333 0.480 0.040 -0.058 0.309
H 1.54192 4.31687 -2.89928 -0.252 -0.048 0.108 0.298
H -0.69261 3.86299 -0.03897 0.080 -0.067 0.422 -0.248
H -0.31920 5.63592 -0.01649 -0.040 0.028 0.312 0.398
H -2.86112 5.05745 0.22294 0.254 -0.129 0.247 0.379
H -2.81966 3.11274 -1.47776 -0.017 -0.048 0.012 0.037
H -2.83114 4.34277 -2.74461 0.317 0.010 0.064 0.283
H -4.16193 4.26702 -1.64576 0.048 0.068 0.324 0.402
H -2.11529 7.04961 -0.41849 -0.152 0.660 0.080 0.264
H -2.01801 6.76782 -1.98241 0.116 -0.308 -0.347 0.315
C -3.80407 -0.89163 3.73024 0.065 -0.751 0.090 -0.636
O -2.89287 -1.98804 3.54527 -1.014 -0.516 -1.123 -0.425
C -3.11122 -2.60217 2.22750 0.783 0.691 -0.426 0.339
C -2.24604 -3.81786 1.90672 0.847 -0.113 0.902 0.321
C -0.75822 -3.55314 1.90095 0.772 1.126 1.396 -1.227
N -2.52100 -4.36196 0.58580 -1.199 -0.312 0.513 -0.727
H -3.73202 -0.17740 2.91000 0.136 0.184 -0.029 0.231
H -3.64249 -0.41481 4.69700 0.619 -0.010 -0.120 0.182
H -4.84124 -1.21908 3.80202 -0.177 -0.350 -0.337 0.335
H -4.12781 -2.87542 1.94468 -0.495 0.010 0.869 0.462
H -2.84915 -1.85272 1.48068 0.125 0.386 -0.153 -0.727
H -2.43755 -4.57073 2.67132 -0.233 -0.219 0.029 0.412
H -0.15689 -4.45126 1.76001 -0.185 -0.114 -0.321 0.488
H -0.41232 -3.14250 2.84955 -0.015 0.100 0.327 0.493
H -0.49660 -2.79526 1.16253 -0.015 -0.165 -0.374 -0.079
H -2.24656 -3.63711 -0.06178 0.226 0.207 -0.618 0.100
H -1.81523 -5.08145 0.52007 -0.125 -0.305 -0.588 0.317
C -0.96595 0.66276 1.14672 1.738 -0.156 -1.291 -0.671
C 0.33752 0.66528 0.19839 -1.258 -0.695 1.565 0.778
O 0.14906 -0.17338 -0.94072 -0.528 0.994 0.358 0.210
H -1.16305 -0.38515 1.37289 -0.303 0.038 -0.124 -0.165
H -1.81943 1.15562 0.68113 -0.021 -0.158 -0.098 0.477
H -0.75451 1.14307 2.10207 0.217 0.122 -0.125 0.034
H 1.12630 0.18947 0.78107 0.227 0.210 0.310 -0.052
H 0.67842 1.66549 -0.06895 -0.250 0.154 -0.148 -0.487
H 1.00720 -0.22568 -1.36788 0.392 -0.365 -0.339 -0.585
```
Positions in Å, forces in eV/Å.

## Properties
**SMILES**: COC[C@H](C)N.COC[C@H](C)N.COC[C@H](C)N.COC[C@H](C)N.COC[C@H](C)N.COC[C@H](C)N.COC[C@H](C)N.COC[C@H](C)N.CCO
**Frontier orbital gap**: 8.90 eV
**HOMO level**: -8.444 eV
**Charge**: 0



No. 2
This record from the OMol25 dataset describes a structure of composition CH3Cl2 at a distorted geometry. The level of theory is the ωB97M-V functional and the def2-TZVPD basis.

XYZ file:
```
6
Properties=species:S:1:pos:R:3:forces:R:3:mulliken_charge:R:1
Cl -0.31733 -0.02654 0.45399 1.656 -1.342 0.010 -0.305
H -1.27424 1.01036 0.45062 -0.533 0.353 -0.005 0.294
C -2.47088 1.40198 0.43848 -1.809 -0.186 -0.020 -0.513
Cl -2.35551 3.08347 0.44730 0.083 1.327 0.006 -0.086
H -2.92060 1.02726 -0.48214 0.303 -0.076 0.172 0.304
H -2.93951 1.01924 1.34613 0.301 -0.076 -0.163 0.305
```
Positions in Å, forces in eV/Å.

## Properties
**Frontier orbital gap (spin up / spin down)**: 10.53 / 8.90 eV
**2S+1**: 2
**HOMO level (spin up / spin down)**: -9.569 / -11.227 eV
**Charge**: 0



no.,calculated total energy (eV)
1,-67124.334
2,-26128.307